Entry 1:
{
  "formula": "C10H19GeNO5Ru",
  "method": "ωB97M-V with the def2-TZVPD basis set",
  "elements": ["Ru", "O", "C", "C", "N", "C", "C", "O", "O", "C", "C", "O", "O", "H", "H", "H", "H", "H", "H", "H", "H", "H", "C", "Ge", "C", "C", "C", "H", "H", "H", "H", "H", "H", "H", "H", "H", "H"],
  "xyz": [[1.224698, -0.557181, -0.133164], [-0.116286, 1.543436, 0.513115], [-0.279382, 1.965178, 1.825920], [-0.226340, 0.775022, 2.743094], [1.029746, 0.055259, 2.624657], [0.917439, -1.261110, 3.246905], [0.061718, -2.215788, 2.339175], [-0.498359, -3.146718, 2.903265], [-0.024157, -1.925896, 1.106401], [2.165538, 0.843720, 2.859909], [2.657904, 1.627816, 1.619097], [3.065576, 2.772600, 1.808648], [2.680171, 0.986628, 0.477015], [0.570701, 2.093877, 0.097016], [-1.253810, 2.466538, 1.988644], [0.463075, 2.687423, 2.142223], [-1.002812, 0.048819, 2.492850], [-0.446529, 1.027033, 3.763008], [0.449029, -1.237572, 4.222619], [1.908034, -1.659988, 3.366945], [2.969108, 0.167337, 3.120092], [2.053359, 1.529677, 3.711508], [-2.542177, 0.645693, -2.583929], [-0.989837, -0.516535, -3.051875], [-0.344857, -0.226761, -4.939950], [-1.729169, -2.286832, -2.655289], [0.634009, -0.362087, -2.013851], [-3.323925, 0.452539, -3.286279], [-2.316352, 1.690048, -2.505351], [-2.921147, 0.330531, -1.618698], [-1.104128, -0.362482, -5.702931], [0.441842, -0.937636, -5.120022], [0.067141, 0.780439, -5.018530], [-2.686257, -2.517879, -3.135577], [-1.850300, -2.337772, -1.587633], [-1.036740, -3.067015, -2.940094], [1.333483, 0.129641, -2.678928]],
  "forces_ev_per_angstrom": [[-0.48, 0.24, 1.31], [0.27, 0.40, -1.21], [-0.93, 0.39, 1.53], [-0.02, -1.13, -0.73], [-1.30, -0.97, -0.27], [-0.31, 0.41, -1.20], [0.09, 0.16, 0.93], [0.02, -0.21, 0.10], [0.38, 0.27, -0.82], [0.95, 0.38, 0.19], [0.58, -0.16, -0.31], [-0.17, -0.32, -0.36], [-0.16, 0.35, 1.04], [-0.31, -0.34, -0.01], [0.18, -0.20, -0.32], [0.36, 0.21, -0.16], [-0.16, 0.17, -0.35], [0.07, 0.64, 0.95], [-0.23, 0.05, 0.43], [0.49, -0.39, -0.02], [0.49, -0.11, 0.03], [0.02, 0.20, -0.12], [0.80, -0.54, 0.34], [0.23, -0.10, 0.16], [-0.71, 0.13, 0.67], [-0.24, -0.17, -0.83], [-0.46, 0.05, -0.69], [-0.56, 0.08, -0.68], [0.11, 0.63, -0.18], [0.07, -0.16, 0.31], [-0.21, 0.04, -0.12], [0.42, -0.31, -0.06], [-0.02, -0.01, 0.01], [0.03, 0.17, 0.06], [-0.07, 0.00, 0.55], [0.28, -0.22, -0.05], [0.48, 0.37, -0.12]],
  "mulliken_charge": [0.2385, -0.3211, -0.8191, -0.7741, 0.6406, -0.7995, 0.5174, -0.7402, -0.5995, -0.6786, 0.4282, -0.6832, -0.7074, 0.3635, 0.3736, 0.3979, 0.3473, 0.3435, 0.2871, 0.3831, 0.4077, 0.2339, -1.2521, 0.6434, -1.2039, -1.1649, -0.4734, 0.3889, 0.3527, 0.3398, 0.3568, 0.3488, 0.3424, 0.3625, 0.3212, 0.3469, 0.4512],
  "e_tot_ha": -2995.14606,
  "s_squared": 8.760,
  "total_charge": -1,
  "de_lowest_kcal_mol": 0.0,
  "spin_multiplicity": 6
}

---

Entry 2:
{
  "formula": "C3H4O2S2",
  "method": "ωB97M-V with the def2-TZVPD basis set",
  "elements": ["O", "C", "O", "S", "C", "C", "S", "H", "H", "H", "H"],
  "xyz": [[1.825620, -0.532550, 0.980933], [1.036233, -0.254176, -0.076844], [1.739205, -0.291260, -1.263833], [-0.487239, -1.547774, -0.065335], [-1.601233, -0.328515, -0.493584], [-1.374298, 1.005835, -0.491250], [0.234526, 1.460214, -0.027228], [1.873327, 0.298210, 1.641198], [2.763273, -0.451324, -1.087642], [-2.647130, -0.822748, -0.539397], [-1.823128, 1.877265, -0.926217]],
  "forces_ev_per_angstrom": [[1.08, 2.67, 2.96], [-1.49, 0.42, -0.86], [2.90, -1.03, 0.36], [2.03, 1.52, 0.00], [-3.47, 0.05, 0.17], [1.18, -1.50, -0.08], [1.01, -0.69, 0.39], [-0.36, -2.82, -2.23], [-3.26, 0.36, -0.21], [1.61, 1.31, -0.59], [-1.24, -0.28, 0.09]],
  "mulliken_charge": [-0.5161, 0.4431, -0.4633, -0.1216, -0.2590, -0.1802, -0.1697, 0.3638, 0.3520, 0.2189, 0.3322],
  "e_tot_ha": -1063.50126,
  "de_lowest_kcal_mol": 39.4
}

---

Entry 3:
{
  "formula": "C18H39N4NbPS2",
  "method": "ωB97M-V with the def2-TZVPD basis set",
  "elements": ["S", "C", "N", "Nb", "P", "S", "C", "C", "C", "C", "N", "C", "H", "H", "H", "H", "H", "H", "H", "H", "H", "C", "C", "N", "C", "C", "C", "C", "H", "H", "H", "H", "H", "H", "H", "H", "H", "H", "H", "H", "H", "H", "H", "C", "C", "N", "C", "C", "C", "C", "H", "H", "H", "H", "H", "H", "H", "H", "H", "H", "H", "H", "H", "H", "H"],
  "xyz": [[4.219460, -0.119516, 0.254581], [5.136885, 0.020846, -1.062953], [6.024476, -0.017964, -1.893939], [6.361427, 1.977876, -2.668186], [5.466255, 1.251217, -4.980809], [3.521309, 0.881418, -4.838014], [6.443528, 4.153319, -3.307839], [6.048500, 5.199919, -2.402306], [6.175300, 6.501667, -2.970169], [6.605993, 6.652550, -4.299565], [6.985097, 5.722986, -5.196569], [6.890063, 4.511396, -4.607829], [4.677160, 2.363260, -2.021143], [6.967956, 2.436740, -0.998558], [8.112691, 1.672173, -3.120948], [6.189205, 0.112433, -5.441704], [5.601454, 2.280276, -5.962595], [5.718872, 4.983323, -1.378646], [5.933422, 7.396329, -2.371149], [6.645634, 7.695887, -4.681799], [7.216145, 3.666823, -5.250406], [0.590310, 2.070510, -0.593553], [-0.671462, 1.961445, 0.252977], [-1.229070, 0.617343, 0.314897], [-2.558581, 0.577588, 0.901983], [-2.700982, 0.975356, 2.375200], [-0.324309, -0.435608, 0.757688], [0.314014, -0.290390, 2.141796], [0.416105, 1.711232, -1.609197], [0.903256, 3.114522, -0.656515], [1.423612, 1.511098, -0.164885], [-1.417623, 2.624140, -0.197973], [-0.459761, 2.365177, 1.254069], [-2.980069, -0.424205, 0.766647], [-3.205554, 1.235489, 0.311066], [-2.347182, 0.189917, 3.043155], [-3.758049, 1.135687, 2.610464], [-2.172536, 1.900028, 2.609913], [0.479827, -0.527643, 0.022286], [-0.842765, -1.398721, 0.705822], [0.665165, 0.724528, 2.336149], [1.178823, -0.953731, 2.220502], [-0.375239, -0.576887, 2.937322], [-2.573970, -3.681406, 2.980045], [-3.748229, -4.571917, 2.594719], [-5.046159, -4.009176, 2.931233], [-6.137119, -4.963774, 2.799888], [-6.453603, -5.500798, 1.400627], [-5.315119, -2.677968, 2.409956], [-5.258832, -2.479116, 0.892699], [-2.594078, -3.440996, 4.044944], [-1.635144, -4.197614, 2.769859], [-2.562476, -2.748417, 2.412148], [-3.628339, -5.514846, 3.137676], [-3.668804, -4.815411, 1.525634], [-7.046922, -4.526531, 3.223266], [-5.910831, -5.818532, 3.446333], [-6.982396, -4.765833, 0.794479], [-7.110561, -6.371546, 1.483308], [-5.558952, -5.819287, 0.864316], [-4.604739, -1.982946, 2.868223], [-6.289773, -2.340060, 2.775091], [-4.405628, -2.982497, 0.434389], [-5.167901, -1.413915, 0.667254], [-6.169190, -2.827249, 0.404645]],
  "forces_ev_per_angstrom": [[0.09, 0.13, -0.89], [1.33, -0.66, 0.35], [-1.59, 1.54, 0.18], [-1.61, -1.15, 0.59], [0.28, -0.01, -1.14], [-0.05, -0.04, 0.47], [-0.64, 0.11, 0.81], [0.95, 0.42, -2.44], [-0.19, -1.02, 0.77], [-0.03, 1.83, -0.40], [-0.72, -0.49, 2.54], [0.29, -1.32, -0.53], [0.50, 0.68, 0.76], [0.49, 0.08, -0.55], [0.48, 0.44, 0.48], [-0.12, 0.39, -0.42], [0.41, -0.64, -0.05], [0.10, 0.23, -0.58], [0.15, -0.45, -0.52], [-0.02, -0.68, 0.26], [-0.20, 0.65, 0.33], [0.03, -0.12, 0.08], [0.21, 0.05, -0.10], [-0.32, -0.16, -0.04], [-0.08, 0.11, -0.09], [-0.24, -0.10, 0.14], [0.36, 0.00, -0.20], [0.03, -0.18, 0.18], [0.02, -0.05, 0.05], [-0.02, -0.03, 0.02], [0.01, 0.01, -0.08], [-0.17, -0.15, 0.13], [0.02, 0.08, 0.04], [0.17, -0.05, -0.01], [0.12, 0.07, -0.04], [0.08, 0.07, 0.01], [0.03, 0.01, -0.03], [0.03, -0.03, -0.03], [-0.03, 0.16, 0.01], [-0.20, 0.14, 0.00], [-0.01, -0.01, -0.05], [0.00, 0.04, -0.05], [0.02, 0.11, 0.03], [-0.01, 0.08, -0.05], [0.17, 0.10, -0.01], [-0.26, -0.09, 0.20], [0.01, -0.16, 0.10], [-0.22, -0.08, -0.05], [0.23, 0.29, 0.03], [-0.15, 0.13, -0.11], [-0.07, 0.03, -0.04], [-0.05, 0.00, -0.01], [0.02, -0.01, 0.04], [-0.23, -0.01, -0.04], [0.07, -0.04, -0.05], [0.09, 0.15, -0.04], [0.15, 0.04, -0.01], [0.09, 0.00, -0.04], [0.04, 0.03, 0.02], [0.00, 0.04, 0.02], [0.06, -0.11, 0.00], [-0.03, -0.23, 0.04], [-0.01, 0.01, 0.04], [0.02, -0.03, 0.01], [0.09, -0.07, -0.05]],
  "mulliken_charge": [-0.3353, 0.6156, -0.6985, -0.5257, -0.0006, -0.4311, 0.2944, -0.3429, -0.3234, -0.1754, -0.5791, -0.0408, 0.1039, -0.0392, 0.0050, 0.0676, 0.0538, 0.3989, 0.2881, 0.2859, 0.3893, -1.3885, -0.2931, 0.1437, -0.6099, -1.0502, -0.6648, -0.9890, 0.3329, 0.4254, 0.2056, 0.4402, 0.2479, 0.2241, 0.3994, 0.1444, 0.4085, 0.3527, 0.4235, 0.2852, 0.2514, 0.3953, 0.2514, -1.0459, -0.3711, 0.0918, -0.7045, -0.9597, -0.6721, -0.9904, 0.3226, 0.4699, -0.0686, 0.4550, 0.2425, 0.3485, 0.4233, 0.2269, 0.3924, 0.2745, 0.3643, 0.3161, 0.2264, 0.3804, 0.3308],
  "e_tot_ha": -2122.81025,
  "total_charge": -1
}

---

Entry 4:
{
  "formula": "CH2N4O",
  "method": "ωB97M-V with the def2-TZVPD basis set",
  "elements": ["H", "N", "C", "N", "N", "N", "O", "H"],
  "xyz": [[2.555647, 0.656305, -0.159888], [1.991205, -0.119567, 0.095104], [0.742792, 0.038916, 0.012963], [-0.064481, 1.157902, -0.060947], [-1.259709, 0.820414, 0.049686], [-1.299571, -0.538882, -0.063166], [-0.070437, -1.140684, -0.081085], [-2.021016, -1.003404, 0.586060]],
  "forces_ev_per_angstrom": [[0.22, 1.06, 0.24], [-1.39, -0.95, -0.29], [2.53, -1.86, -0.67], [0.17, 1.23, 0.39], [0.47, -2.01, -0.46], [-4.01, -0.83, 1.23], [0.39, 2.50, 0.85], [1.63, 0.86, -1.29]],
  "mulliken_charge": [0.2721, -0.5710, 0.5216, -0.1920, -0.1764, 0.0907, -0.2319, 0.2870],
  "e_tot_ha": -333.45033,
  "de_lowest_kcal_mol": 61.2
}